[1]
{
  "formula": "C3H6N2S2",
  "method": "ωB97M-V with the def2-TZVPD basis set",
  "homo_energy_ev": -8.76,
  "lumo_energy_ev": 0.073,
  "fmax_ev_per_a": 2.690,
  "e_tot_ha": -1023.719142,
  "smiles": "S=CN/N=C\\CS",
  "e_above_lowest_kcal_mol": 52.6,
  "mol_weight_g_mol": 134.23,
  "elements": ["C", "C", "C", "H", "H", "H", "H", "H", "H", "N", "N", "S", "S"],
  "coordinates": [[1.171, 0.289, -0.165], [0.300, -0.227, -1.276], [-1.549, -0.262, 0.902], [2.327, 2.300, 0.742], [2.193, -0.145, -0.422], [0.851, -0.166, 0.851], [0.591, 0.148, -2.228], [-1.727, -2.092, 0.042], [-1.654, 0.672, 0.377], [-0.696, -0.967, -1.247], [-1.165, -1.243, 0.053], [1.298, 2.116, -0.116], [-1.940, -0.422, 2.488]],
  "atomic_forces_ev_per_a": [[1.1, -1.6, 1.8], [1.5, 2.2, 0.3], [-0.6, -0.1, 0.6], [-0.2, -0.5, -0.2], [-1.1, 0.6, 0.4], [0.7, 1.0, -1.7], [0.3, -0.2, -1.0], [0.5, 0.1, 0.4], [0.4, 0.8, 0.1], [-1.9, -0.9, 0.8], [-0.4, -1.3, -0.6], [-0.3, -0.1, -0.2], [0.1, -0.1, -0.8]],
  "mulliken_charge": [-0.316, -0.267, -0.263, 0.140, 0.314, 0.337, 0.453, 0.272, 0.364, -0.550, -0.009, -0.206, -0.269]
}



[2]
{
  "formula": "C4H6N4",
  "method": "ωB97M-V with the def2-TZVPD basis set",
  "homo_energy_ev": -9.01,
  "lumo_energy_ev": 0.920,
  "fmax_ev_per_a": 7.013,
  "e_tot_ha": -374.874026,
  "smiles": "c1[nH]nnc1N1CC1",
  "e_above_lowest_kcal_mol": 117.6,
  "mol_weight_g_mol": 110.12,
  "elements": ["C", "C", "C", "C", "H", "H", "H", "H", "H", "H", "N", "N", "N", "N"],
  "coordinates": [[0.334, 0.060, 2.115], [0.733, -1.076, 1.283], [-0.400, -0.018, -0.331], [-1.288, 0.390, -1.200], [-0.393, -0.064, 3.045], [0.976, 0.874, 1.737], [0.889, -2.135, 1.668], [1.454, -0.954, 0.335], [-2.291, 0.150, -1.525], [-0.672, 1.151, -3.191], [-0.590, -0.521, 0.986], [-0.488, 0.865, -2.264], [0.743, 0.954, -1.919], [0.992, 0.322, -0.739]],
  "atomic_forces_ev_per_a": [[-1.8, -0.2, -1.0], [1.8, -3.8, -0.3], [3.8, 0.7, 3.4], [-1.0, 0.1, -4.5], [2.6, 0.6, -1.7], [-1.0, 0.6, 1.2], [-1.0, 1.3, -0.1], [-1.1, -0.2, 3.3], [-0.1, 0.1, 1.0], [-0.8, 0.4, -0.8], [1.2, -0.5, -0.7], [-0.4, 0.0, 2.3], [3.2, -1.8, 1.4], [-5.4, 2.7, -3.5]],
  "mulliken_charge": [-0.246, -0.399, 0.462, -0.481, 0.249, 0.288, 0.246, 0.273, 0.347, 0.211, -0.453, 0.320, -0.695, -0.121]
}



[3]
{
  "formula": "C27H55O8PS",
  "method": "ωB97M-V with the def2-TZVPD basis set",
  "homo_energy_ev": -8.72,
  "lumo_energy_ev": 0.485,
  "fmax_ev_per_a": 0.777,
  "e_tot_ha": -2403.190960,
  "smiles": "CCCCCCCCCC[C@@]1(P(C)CC)COS(=O)(=O)O1.CC(C)=O.CC(C)=O.CC(C)=O.CC(C)=O",
  "mol_weight_g_mol": 570.77,
  "elements": ["C", "C", "C", "C", "C", "C", "C", "C", "C", "C", "C", "P", "C", "C", "C", "C", "O", "S", "O", "O", "O", "H", "H", "H", "H", "H", "H", "H", "H", "H", "H", "H", "H", "H", "H", "H", "H", "H", "H", "H", "H", "H", "H", "H", "H", "H", "H", "H", "H", "H", "H", "H", "C", "C", "O", "C", "H", "H", "H", "H", "H", "H", "C", "C", "O", "C", "H", "H", "H", "H", "H", "H", "C", "C", "O", "C", "H", "H", "H", "H", "H", "H", "C", "C", "O", "C", "H", "H", "H", "H", "H", "H"],
  "coordinates": [[-1.990, 3.801, -1.155], [-2.554, 2.568, -1.856], [-1.495, 1.885, -2.722], [-1.791, 0.471, -3.245], [-2.373, -0.497, -2.201], [-3.905, -0.427, -2.170], [-4.774, -0.909, -0.970], [-4.275, -1.315, 0.451], [-2.794, -1.395, 0.843], [-2.216, -0.068, 1.334], [-1.004, -0.160, 2.282], [0.286, -1.192, 1.392], [0.925, 0.092, 0.225], [1.744, -1.372, 2.509], [2.787, -2.194, 1.732], [-0.618, 1.294, 2.709], [-0.735, 1.358, 4.141], [-1.776, 0.277, 4.618], [-3.099, 0.744, 4.394], [-1.382, -0.213, 5.885], [-1.388, -0.804, 3.524], [-2.780, 4.405, -0.708], [-1.443, 4.434, -1.857], [-1.300, 3.517, -0.356], [-3.402, 2.873, -2.477], [-2.954, 1.880, -1.108], [-0.559, 1.857, -2.152], [-1.294, 2.546, -3.572], [-2.439, 0.495, -4.124], [-0.835, 0.059, -3.582], [-2.069, -1.508, -2.481], [-1.898, -0.266, -1.253], [-4.191, 0.598, -2.406], [-4.227, -0.996, -3.044], [-5.533, -0.139, -0.820], [-5.349, -1.762, -1.334], [-4.764, -0.671, 1.187], [-4.689, -2.305, 0.650], [-2.198, -1.841, 0.051], [-2.728, -2.096, 1.681], [-1.933, 0.599, 0.516], [-2.997, 0.454, 1.897], [0.913, -0.306, -0.787], [0.334, 1.008, 0.231], [1.948, 0.367, 0.486], [1.419, -1.886, 3.413], [2.162, -0.401, 2.790], [2.674, -3.259, 1.928], [2.691, -2.064, 0.651], [3.801, -1.896, 1.998], [-1.300, 2.000, 2.232], [0.405, 1.603, 2.505], [5.738, 1.649, 4.412], [4.513, 2.104, 3.657], [4.479, 2.110, 2.446], [3.335, 2.529, 4.488], [6.517, 1.359, 3.711], [6.102, 2.453, 5.054], [5.487, 0.804, 5.055], [3.607, 3.369, 5.129], [2.999, 1.704, 5.118], [2.522, 2.838, 3.833], [-0.968, -1.406, -6.724], [-1.777, -2.415, -5.950], [-2.520, -2.089, -5.052], [-1.592, -3.858, -6.349], [-1.177, -0.403, -6.357], [0.091, -1.637, -6.608], [-1.207, -1.467, -7.787], [-0.540, -4.134, -6.253], [-1.866, -3.991, -7.398], [-2.209, -4.498, -5.723], [3.335, -1.288, -8.230], [2.978, -2.486, -7.385], [1.871, -2.974, -7.413], [4.068, -3.041, -6.503], [2.474, -0.980, -8.818], [3.659, -0.464, -7.592], [4.165, -1.534, -8.895], [4.416, -2.273, -5.810], [4.922, -3.345, -7.112], [3.694, -3.896, -5.946], [0.318, 2.340, 7.346], [1.553, 1.814, 8.032], [2.637, 1.824, 7.492], [1.366, 1.262, 9.424], [0.581, 2.696, 6.352], [-0.422, 1.544, 7.261], [-0.120, 3.157, 7.922], [0.650, 0.439, 9.402], [0.962, 2.034, 10.081], [2.318, 0.910, 9.813]],
  "atomic_forces_ev_per_a": [[-0.1, 0.0, 0.0], [0.0, 0.1, -0.1], [0.0, 0.0, 0.0], [0.1, -0.1, 0.1], [0.1, 0.1, -0.3], [0.0, 0.1, -0.1], [-0.1, -0.1, 0.0], [0.0, -0.1, 0.1], [0.0, -0.1, 0.1], [-0.1, 0.0, 0.3], [-0.1, 0.6, -0.5], [0.0, -0.5, 0.2], [0.0, 0.1, 0.0], [-0.2, 0.3, -0.1], [0.0, 0.0, 0.1], [0.2, 0.0, -0.1], [0.0, 0.2, 0.0], [0.0, -0.4, -0.2], [-0.1, 0.1, 0.0], [0.0, 0.0, 0.2], [0.1, -0.2, 0.0], [0.0, 0.0, 0.0], [0.0, 0.0, 0.0], [0.1, 0.0, 0.0], [0.0, -0.1, 0.0], [0.0, 0.0, 0.0], [0.0, -0.1, 0.1], [0.1, 0.0, 0.0], [-0.1, 0.0, 0.0], [-0.1, 0.0, -0.2], [0.0, 0.0, 0.2], [-0.1, 0.0, 0.1], [0.0, 0.1, 0.1], [0.0, 0.0, 0.0], [0.0, 0.0, 0.0], [0.1, -0.1, 0.0], [0.0, 0.0, 0.0], [0.0, 0.0, -0.1], [0.0, 0.0, 0.0], [0.0, 0.0, 0.0], [0.0, 0.0, -0.1], [0.0, 0.1, 0.0], [0.0, 0.1, 0.0], [-0.1, 0.0, 0.0], [0.0, 0.0, 0.0], [0.1, 0.0, 0.0], [-0.1, 0.0, 0.0], [0.0, 0.0, 0.0], [0.0, 0.1, 0.0], [0.0, -0.1, 0.1], [0.0, 0.1, 0.2], [0.0, -0.2, -0.1], [0.1, 0.0, -0.1], [0.0, 0.0, 0.0], [0.0, -0.1, 0.0], [-0.2, 0.0, -0.3], [0.0, 0.0, 0.0], [0.0, 0.0, 0.0], [0.0, 0.0, 0.1], [0.0, -0.1, 0.2], [0.1, 0.2, 0.1], [0.0, 0.0, 0.0], [-0.1, 0.1, 0.2], [0.0, 0.0, 0.0], [0.0, 0.0, 0.0], [-0.1, 0.0, 0.1], [0.0, 0.0, 0.0], [0.0, 0.0, -0.1], [0.1, 0.0, 0.0], [0.0, 0.0, -0.1], [0.0, 0.0, 0.0], [0.0, 0.0, 0.0], [-0.1, 0.0, 0.0], [0.0, 0.0, 0.0], [0.0, 0.0, 0.0], [-0.1, -0.1, 0.0], [0.0, 0.0, 0.0], [0.0, 0.0, 0.0], [0.0, 0.0, 0.0], [0.0, 0.0, 0.0], [0.0, 0.0, 0.0], [0.0, 0.0, 0.0], [0.2, 0.1, -0.1], [-0.1, 0.0, 0.1], [0.0, 0.0, 0.1], [0.1, 0.0, 0.0], [0.0, 0.0, 0.0], [0.0, 0.0, 0.0], [0.0, 0.0, 0.1], [0.0, 0.0, 0.0], [0.0, 0.0, 0.0], [0.0, 0.0, 0.0]],
  "mulliken_charge": [-1.458, 0.254, -0.580, -0.852, 0.847, -0.369, -1.096, -0.921, -0.446, -0.618, 0.759, -0.415, -1.206, 0.050, -1.187, -0.366, -0.145, 1.244, -0.611, -0.610, -0.494, 0.397, 0.387, 0.197, 0.351, -0.136, 0.214, 0.470, 0.267, 0.349, 0.539, -1.138, 0.333, 0.349, 0.172, 0.372, 0.353, 0.431, 0.361, 0.647, -0.445, 0.569, 0.358, 0.249, 0.580, 0.532, -0.144, 0.373, 0.328, 0.325, 0.255, 0.283, -1.204, 0.719, -0.586, -0.823, 0.338, 0.355, 0.308, 0.487, 0.213, 0.202, -0.774, 0.845, -0.499, -1.199, 0.243, 0.011, 0.414, 0.303, 0.337, 0.335, -1.149, 0.886, -0.535, -1.178, 0.293, 0.329, 0.374, 0.334, 0.347, 0.302, -0.779, 0.872, -0.520, -1.203, 0.132, 0.142, 0.407, 0.309, 0.330, 0.324]
}